No. 1
ORCA calculation (wB97M-V/def2-TZVPD) on a structure of composition C53H37Cl2F8N2O6PS2V.

The total energy comes out at -174260.39095 eV. As for the expectation value of S²: 0.922. Its HOMO-LUMO gap (alpha / beta) is 5.585 / 4.844 eV.

Geometry as ORCA input:
```
! wB97M-V def2-TZVPD RIJCOSX def2/J DEFGRID3
* xyz -2 2
V 0.446 -0.177 1.661
Cl -3.299 1.902 2.549
C -1.981 3.064 2.643
Cl -0.362 2.336 2.644
H -2.087 3.608 3.571
H -2.042 3.701 1.767
O -2.803 -1.323 1.160
S -2.249 -1.569 2.475
O -3.234 -1.485 3.532
O -1.055 -0.725 2.810
C -1.626 -3.251 2.515
C -2.412 -4.107 3.287
C -2.038 -5.423 3.486
C -0.860 -5.871 2.915
C -0.082 -5.011 2.154
C -0.425 -3.674 1.912
P 0.784 -2.524 0.840
C -0.003 -3.114 -0.763
C 0.731 -3.461 -1.899
C 0.108 -3.884 -3.071
C -1.273 -3.964 -3.146
C -2.022 -3.606 -2.034
C -1.396 -3.199 -0.863
C 2.282 -3.592 1.110
C 2.574 -4.739 0.367
C 3.778 -5.411 0.524
C 4.723 -4.959 1.435
C 4.444 -3.826 2.187
C 3.238 -3.157 2.030
H -3.310 -3.708 3.736
H -2.648 -6.079 4.097
H -0.532 -6.894 3.071
H 0.838 -5.403 1.754
H 1.807 -3.408 -1.891
H 0.717 -4.142 -3.932
H -1.757 -4.300 -4.057
H -3.106 -3.634 -2.076
H -2.014 -2.898 -0.034
H 1.854 -5.116 -0.347
H 3.985 -6.290 -0.078
H 5.665 -5.482 1.555
H 5.174 -3.446 2.895
H 3.046 -2.261 2.604
F 0.951 -2.323 4.053
C 1.565 -1.156 4.340
C 1.618 -0.132 3.386
C 2.336 0.953 3.892
F 2.519 2.076 3.134
C 2.925 1.045 5.140
F 3.609 2.147 5.515
C 2.804 -0.001 6.023
F 3.354 0.063 7.250
C 2.111 -1.117 5.611
F 1.986 -2.155 6.458
O -0.683 -0.031 -0.025
C -1.352 0.867 -0.563
N -2.283 0.528 -1.518
C -3.078 1.671 -1.883
C -2.276 2.787 -1.066
O -2.590 3.968 -1.127
N -1.299 2.209 -0.349
C -4.483 1.664 -1.311
C -5.359 2.722 -1.569
C -6.618 2.758 -0.988
C -7.020 1.748 -0.121
C -6.136 0.724 0.183
C -4.874 0.682 -0.403
C -2.923 1.958 -3.378
C -1.625 2.052 -3.885
C -1.396 2.304 -5.226
C -2.465 2.467 -6.103
C -3.756 2.359 -5.615
C -3.982 2.102 -4.265
H -2.620 -0.423 -1.534
H -5.023 3.545 -2.186
H -7.282 3.590 -1.197
H -8.001 1.778 0.340
H -6.410 -0.042 0.899
H -4.182 -0.094 -0.097
H -0.786 1.918 -3.211
H -0.379 2.378 -5.593
H -2.290 2.666 -7.153
H -4.600 2.479 -6.286
H -4.999 1.998 -3.911
F 1.942 -0.598 -1.444
C 2.457 -1.519 -0.560
F 3.247 -0.732 0.308
F 3.465 -2.125 -1.327
O 1.506 1.424 0.500
S 2.900 1.953 0.408
C 2.605 3.728 0.347
C 3.675 4.612 0.334
C 3.423 5.972 0.237
C 2.112 6.430 0.147
C 1.053 5.532 0.170
C 1.292 4.167 0.281
C 3.385 1.843 -1.322
C 4.694 1.503 -1.607
C 5.107 1.439 -2.934
C 4.201 1.700 -3.951
C 2.880 2.018 -3.648
C 2.468 2.093 -2.329
H 4.691 4.233 0.392
H 4.246 6.677 0.231
H 1.919 7.493 0.060
H 0.032 5.888 0.097
H 0.482 3.439 0.316
H 5.373 1.262 -0.796
H 6.130 1.174 -3.169
H 4.519 1.638 -4.985
H 2.172 2.208 -4.446
H 1.438 2.317 -2.067
*
```



No. 2
ORCA calculation (wB97M-V/def2-TZVPD) on a cluster of 2 separate species, CH5NO3 in total.

The total energy comes out at -8750.57614 eV. Its HOMO-LUMO gap is 10.586 eV. As for the energy above the lowest of the compared OMol25 structures with the same formula, charge and spin: 28.8 kcal per mole. As for the SMILES: NC(=O)O.O.

Geometry as ORCA input:
```
! wB97M-V def2-TZVPD RIJCOSX def2/J DEFGRID3
* xyz 0 1
N -0.144 0.512 -0.074
C 0.422 1.778 0.037
O 0.236 2.716 -0.701
O 1.536 1.703 0.775
H -0.569 0.120 0.731
H -0.596 0.194 -0.929
H 1.586 1.084 1.512
O -0.954 -2.876 -0.130
H -1.507 -2.377 -0.781
H -0.010 -2.853 -0.441
*
```



No. 3
ORCA calculation (wB97M-V/def2-TZVPD) on the ion C6H10N3O2 with charge +1.

The total energy comes out at -14937.29233 eV. As for the expectation value of S²: 2.012. Its HOMO-LUMO gap (alpha / beta) is 6.836 / 7.604 eV. As for the energy above the lowest of the compared OMol25 structures with the same formula, charge and spin: 3.2 kcal per mole.

Geometry as ORCA input:
```
! wB97M-V def2-TZVPD RIJCOSX def2/J DEFGRID3
* xyz 1 3
C -0.329 -0.156 -1.725
C -1.403 0.355 0.366
C 0.715 -2.287 0.240
C -1.628 0.031 -1.043
C 0.919 -0.597 0.187
C 2.586 0.983 0.286
N 0.784 -0.343 -1.198
N -0.326 0.052 0.983
N -2.414 1.019 1.036
O -0.391 -2.704 0.168
O 2.080 -0.264 0.735
H -0.135 0.038 -2.805
H 1.635 -2.939 0.130
H -2.313 0.791 -1.530
H -2.266 -0.865 -0.799
H 1.920 1.895 0.497
H 2.697 0.918 -0.924
H 3.580 1.081 0.777
H -0.046 0.289 1.962
H -3.246 1.412 0.641
H -2.420 1.290 2.015
*
```



- Which formula does entry 1 have?
  C53H37Cl2F8N2O6PS2V